Below is a 2-piece molecular cluster, CH6N3S overall, with properties calculated with wB97M-V/def2-TZVPD.

Geometry (Å):
S 0.7746 -2.4023 -0.3399
H 0.7833 -2.8174 0.9496
N -0.9669 2.4771 0.0853
C -0.3303 1.2355 0.1658
N -1.1413 0.1466 -0.1288
N 0.9032 1.1724 0.4877
H -0.3150 3.2434 0.0445
H -1.6119 2.5360 -0.6838
H -2.0239 0.0682 0.3416
H -0.6459 -0.7575 -0.3428
H 1.2367 0.2097 0.3905

The net charge is -1. The value obtained for the molecular weight is 92.15 g/mol. As for the orbital gap: 7.177 eV. The total energy is -16441.541 eV. The HOMO energy comes out at -3.098 eV. The LUMO energy is 0.14988 hartree.

Below is a 3-piece molecular cluster, C4H13NO2 overall, with properties calculated with wB97M-V/def2-TZVPD.

Geometry (Å):
N 1.4326 0.7214 0.7351
C 1.7008 0.5866 -0.6514
C 0.7289 -0.4117 -1.1912
C 0.3422 -1.2231 -0.0025
C 1.4267 -0.6622 0.9807
H 0.5183 1.1147 1.0023
H 1.5973 1.5624 -1.1885
H 2.7700 0.2590 -0.7023
H -0.1038 0.2525 -1.5975
H 1.0870 -1.0546 -1.9867
H -0.6618 -0.9889 0.4309
H 0.3336 -2.3319 -0.0800
H 0.9590 -0.8162 2.1001
H 2.3979 -1.2189 1.1420
H -1.3886 2.6996 0.4043
H -2.0183 1.3498 0.7068
O -1.3123 1.9260 0.9971
H -3.9493 -0.5066 -0.8475
H -2.6159 -0.9603 -0.0733
O -3.2441 -0.2975 -0.1784

The value obtained for the molecular weight is 107.15 g/mol. As for the orbital gap: 9.215 eV. The total energy is -9942.524 eV. Its SMILES is C1CCNC1.O.O. The HOMO energy comes out at -8.698 eV. The LUMO energy is 0.01899 hartree.

Below is a 2-piece molecular cluster, C2HNO2 overall, with properties calculated with wB97M-V/def2-TZVPD.

Geometry (Å):
C 0.6164 1.4637 -0.2211
C -0.5139 -1.4202 0.2588
N 0.0575 2.2973 -0.7472
O 0.5036 -2.0612 0.4767
O -1.4400 -0.8590 -0.0048
H 0.7764 0.5795 0.2376

The value obtained for the molecular weight is 71.03 g/mol. As for the orbital gap: 13.337 eV. The total energy is -7674.595 eV. Its SMILES is O=C=O.C#N. The HOMO energy comes out at -12.986 eV. The LUMO energy is 0.01290 hartree.

Below is C4H5IO as an isolated structure, with properties calculated with wB97M-V/def2-TZVPD.

Geometry (Å):
C -0.5594 1.7670 0.3922
C -1.0518 1.0835 -0.6034
C -1.6679 -0.0417 -0.7704
C 1.2209 -1.3105 0.3488
O -2.2018 -0.8568 -1.3893
I 2.5919 -0.2525 -0.9473
H -0.7723 1.6039 1.4904
H -0.1470 2.6189 0.0922
H 0.2714 -1.9242 -0.4510
H 1.7755 -2.0812 0.9959
H 0.5404 -0.6064 0.8418

The value obtained for the molecular weight is 195.99 g/mol. As for the orbital gap: 8.642 eV. The total energy is -14372.850 eV. The HOMO energy comes out at -9.200 eV. The LUMO energy is -0.02052 hartree.

Below is a 2-piece molecular cluster, C5H10O overall, with properties calculated with wB97M-V/def2-TZVPD.

Geometry (Å):
C 2.3985 -0.2764 -0.2459
C 0.9659 -0.2932 0.3262
C 0.1088 0.4369 -0.6324
C -2.3857 -0.8196 0.1747
C -0.3902 1.7295 -0.3174
O 0.4838 2.5957 -0.2763
H 2.7546 0.7516 -0.3407
H 3.0670 -0.8171 0.4287
H 2.4280 -0.7465 -1.2316
H 0.6249 -1.3361 0.3579
H 0.9634 0.1118 1.3475
H -1.7157 -0.6271 -0.6747
H -1.9932 -0.3763 1.0933
H -3.3645 -0.3901 -0.0472
H -2.4740 -1.8999 0.3059
H -1.4717 1.9568 -0.2678

The value obtained for the molecular weight is 86.13 g/mol. As for the orbital gap: 8.277 eV. The total energy is -7390.587 eV. The HOMO energy comes out at -8.896 eV. The LUMO energy is -0.02274 hartree.

Below is one molecule with the formula C3H8N2O, with properties calculated with wB97M-V/def2-TZVPD.

Geometry (Å):
C -1.0636 -0.8992 -1.8099
N 0.1716 -0.7587 -1.2039
C 0.4133 0.4682 -0.3962
C -0.1619 0.2350 0.9079
N 0.6168 0.9937 2.0102
O -1.1835 -1.9756 -2.3593
H -1.7076 -0.0608 -1.8290
H 0.8894 -1.5867 -1.2416
H -0.0562 1.3064 -0.8686
H 1.5442 0.3289 -0.2133
H -1.1776 0.6670 1.0761
H -0.1950 -0.8881 1.1795
H 0.3833 0.8285 2.9291
H 1.5267 1.3413 1.8191

The value obtained for the molecular weight is 88.11 g/mol. As for the orbital gap: 9.998 eV. The total energy is -8266.854 eV. Its SMILES is NCCNC=O. The HOMO energy comes out at -8.966 eV. The LUMO energy is 0.03792 hartree.

Computed energy above the lowest of the compared OMol25 structures with the same formula, charge and spin (kcal per mole) in order:
9.2; 38.6; 11.9; 82.2; 96.4; 57.0
Computed max |F| (eV Å⁻¹) in order:
1.02; 7.62; 9.22; 4.50; 0.28; 5.84